132
Properties=species:S:1:pos:R:3:forces:R:3 method="wB97M-V/def2-TZVPD" total_charge=-1 lumo_ev="2.258 / 1.940" multiplicity=2 e_tot_ha=-5929.86753 relative_energy_kj_mol=37.62 homo_lumo_gap_ev="4.5 / 5.7"
Sc 0.410 -0.380 -0.158 0.02 0.10 -0.13
C 6.640 -0.390 1.425 -0.01 -0.07 -0.10
C 6.121 -0.805 0.044 -0.10 0.12 0.19
C 4.768 -0.260 -0.308 -0.15 -0.22 0.05
C 4.482 0.788 -1.165 -0.28 0.25 -0.03
C 5.449 1.714 -1.836 -0.06 -0.22 -0.18
C 5.792 1.260 -3.261 0.06 0.11 0.08
C 3.069 0.815 -1.327 0.44 -0.15 0.07
C 2.363 1.642 -2.230 -0.31 0.14 -0.17
C 1.029 1.562 -2.568 0.39 -0.05 0.14
C 0.361 2.365 -3.579 -0.32 0.05 -0.09
C 1.012 3.395 -4.448 0.06 -0.13 -0.08
C 1.469 2.796 -5.784 0.04 0.11 0.06
C -0.933 1.952 -3.626 0.27 0.16 -0.02
C -1.080 0.896 -2.639 -0.30 -0.32 0.02
C -2.256 0.230 -2.366 0.22 0.22 -0.16
C -2.465 -0.774 -1.395 -0.21 -0.27 0.10
N -1.491 -1.269 -0.571 0.04 -0.15 -0.13
C -2.049 -2.279 0.163 -0.32 0.01 -0.22
C -1.336 -3.099 1.066 0.29 -0.11 0.21
C 0.008 -3.057 1.353 -0.38 -0.11 -0.24
N 0.926 -2.215 0.775 -0.03 -0.15 -0.11
C 2.146 -2.499 1.331 0.35 0.15 -0.24
C 3.335 -1.890 0.992 -0.21 -0.24 0.24
C 3.519 -0.822 0.079 0.24 0.20 -0.17
N 2.501 -0.163 -0.554 0.10 -0.07 -0.10
C 1.992 -3.563 2.312 -0.27 -0.15 0.13
C 0.681 -3.910 2.318 0.31 -0.02 0.06
C -0.013 -4.876 3.225 0.01 0.23 0.06
C -0.587 -4.131 4.440 -0.01 -0.11 -0.09
C 3.093 -4.142 3.143 0.03 -0.07 -0.21
C 3.904 -5.192 2.374 -0.01 0.06 0.09
C -3.428 -2.408 -0.175 0.17 0.01 0.19
C -3.689 -1.464 -1.151 0.14 0.27 -0.06
C -4.978 -1.202 -1.865 0.15 -0.17 -0.14
C -5.042 -1.928 -3.216 -0.09 0.09 0.09
C -4.375 -3.406 0.416 0.15 -0.12 -0.16
C -4.254 -4.786 -0.245 -0.08 0.05 0.09
N 0.124 0.690 -2.009 0.02 -0.05 -0.07
C -2.045 2.516 -4.451 -0.02 -0.01 0.15
C -2.914 3.480 -3.633 0.03 -0.04 -0.12
H 7.619 -0.835 1.618 0.01 0.03 0.04
H 5.956 -0.721 2.208 -0.02 0.04 0.02
H 6.731 0.695 1.490 -0.01 0.04 0.03
H 6.077 -1.897 0.000 0.08 0.00 -0.06
H 6.840 -0.483 -0.714 0.02 -0.06 -0.02
H 6.366 1.774 -1.244 -0.01 0.06 0.02
H 5.025 2.721 -1.869 0.05 0.03 0.05
H 6.244 0.267 -3.244 -0.01 -0.02 -0.03
H 6.491 1.951 -3.739 0.00 -0.02 -0.03
H 4.889 1.205 -3.870 0.00 -0.02 -0.01
H 2.953 2.382 -2.759 0.00 0.00 0.01
H 1.877 3.820 -3.934 -0.04 0.07 0.02
H 0.319 4.217 -4.640 0.00 0.02 0.06
H 2.166 1.975 -5.611 -0.01 -0.02 -0.02
H 1.968 3.549 -6.399 0.00 -0.03 -0.03
H 0.616 2.405 -6.340 0.01 -0.03 -0.01
H -3.119 0.512 -2.957 -0.01 0.01 0.01
H -1.919 -3.848 1.588 -0.01 0.03 0.03
H 4.229 -2.267 1.476 -0.01 0.02 0.01
H 0.685 -5.650 3.553 -0.04 -0.05 -0.02
H -0.820 -5.375 2.684 0.02 -0.05 0.00
H 0.223 -3.786 5.085 -0.01 0.03 0.01
H -1.252 -4.772 5.024 0.01 0.01 0.03
H -1.135 -3.251 4.104 -0.03 0.01 0.05
H 2.670 -4.603 4.038 0.01 0.06 0.04
H 3.757 -3.339 3.474 -0.01 -0.01 0.06
H 3.265 -6.032 2.096 0.01 -0.01 -0.02
H 4.730 -5.571 2.980 0.01 -0.02 -0.03
H 4.310 -4.765 1.457 0.02 -0.02 -0.01
H -5.095 -0.128 -2.028 -0.06 0.00 0.04
H -5.816 -1.528 -1.244 -0.02 0.07 0.02
H -4.212 -1.618 -3.852 0.00 -0.02 -0.02
H -5.980 -1.715 -3.735 0.01 -0.03 -0.03
H -4.964 -3.006 -3.067 0.01 -0.01 -0.04
H -5.402 -3.049 0.308 0.00 0.03 0.07
H -4.178 -3.508 1.487 -0.07 0.04 0.02
H -4.497 -4.725 -1.306 0.02 -0.01 -0.01
H -4.933 -5.504 0.224 0.01 -0.03 -0.03
H -3.235 -5.163 -0.156 0.00 -0.01 -0.02
H -2.671 1.703 -4.830 0.02 0.01 -0.06
H -1.634 3.037 -5.320 -0.02 -0.02 -0.03
H -3.274 2.989 -2.729 -0.03 0.03 0.02
H -3.771 3.825 -4.217 -0.01 0.02 0.04
H -2.333 4.352 -3.326 0.00 0.00 0.01
O -0.607 -0.752 3.001 0.00 0.24 0.12
C -0.702 0.297 2.387 -0.06 -0.14 0.48
O 0.177 0.718 1.514 -0.05 0.07 0.43
C -1.886 1.195 2.638 -0.09 0.12 -0.23
C -2.510 1.101 3.878 0.05 -0.08 0.00
C -3.621 1.866 4.177 -0.02 0.03 0.04
C -4.134 2.732 3.220 -0.09 0.06 0.03
C -3.526 2.839 1.983 0.11 -0.04 0.00
C -2.392 2.086 1.682 0.13 -0.10 0.17
S -1.673 2.325 0.077 0.42 0.24 0.22
H -2.093 0.413 4.601 -0.02 -0.02 -0.02
H -4.087 1.790 5.152 0.01 0.01 0.00
H -5.001 3.342 3.446 0.00 -0.01 -0.01
H -3.894 3.530 1.236 -0.05 0.01 0.03
C 0.216 4.719 -0.887 0.02 -0.19 0.26
Ge 0.203 3.507 0.710 -0.22 0.99 -0.41
C 2.155 3.239 1.057 -0.55 -0.24 0.02
C 2.773 2.218 1.768 0.05 -0.10 0.05
C 4.109 2.318 2.130 0.02 -0.02 0.01
C 4.858 3.423 1.756 0.04 0.01 -0.03
C 4.261 4.433 1.018 0.03 0.03 0.02
C 2.917 4.345 0.686 -0.12 0.05 -0.11
C -0.584 4.555 2.221 -0.01 -0.18 -0.30
C -1.440 5.564 1.849 0.28 -0.15 -0.21
C -2.196 6.286 2.787 -0.12 0.09 0.24
C -2.121 5.971 4.114 -0.07 0.08 -0.11
C -1.263 4.939 4.555 0.15 -0.09 -0.14
C -1.179 4.591 5.924 0.03 -0.11 0.12
C -0.363 3.578 6.342 -0.10 0.12 0.06
C 0.431 2.885 5.409 0.10 -0.02 -0.15
C 0.384 3.214 4.083 -0.04 -0.14 0.09
C -0.472 4.232 3.605 -0.12 0.14 0.15
H 0.323 5.769 -0.607 0.01 -0.02 0.03
H -0.715 4.591 -1.437 -0.03 0.01 0.02
H 1.041 4.443 -1.544 0.02 -0.03 0.00
H 2.219 1.336 2.057 -0.04 -0.01 0.00
H 4.556 1.528 2.719 0.05 -0.05 -0.06
H 5.901 3.498 2.041 0.00 -0.01 -0.02
H 4.833 5.300 0.709 0.01 0.00 0.02
H 2.455 5.160 0.141 0.08 -0.01 -0.01
H -1.550 5.799 0.795 -0.06 0.03 0.04
H -2.853 7.081 2.454 0.00 -0.02 -0.02
H -2.725 6.498 4.843 0.02 0.01 0.01
H -1.780 5.143 6.638 -0.02 -0.02 -0.01
H -0.317 3.308 7.390 -0.01 0.02 0.00
H 1.081 2.085 5.743 0.00 0.00 -0.02
H 1.002 2.679 3.378 0.00 -0.07 -0.04